No. 1
C11H20F3N2O11 | the ωB97M-V functional and the def2-TZVPD basis

Last column: Löwdin charge in e.
Geometry (Å):
N: 4.4280 -0.9101 -2.8548  0.3289
H: 5.0324 -0.5828 -2.1147  0.1592
H: 4.4175 -1.9168 -2.9368  0.1455
H: 4.4293 -0.3872 -3.7189  0.1596
H: 3.6151 -0.7329 -2.2822  0.0628
N: 0.9604 -3.8186 -2.8027  0.3255
H: 0.0881 -3.8830 -3.3077  0.1385
H: 1.7542 -3.4552 -3.3106  0.1341
H: 1.2560 -4.7441 -2.5265  0.1507
H: 0.8650 -3.1207 -2.0789  0.0475
C: 0.8045 -0.2713 0.7658  0.0099
C: 1.1165 -0.9722 -0.5743  -0.7446
O: 2.0468 -0.6003 -1.2628  -0.0432
O: 0.4601 -1.9941 -0.8245  -0.0584
H: -0.1212 -0.6146 1.2275  0.0721
H: 0.8275 0.8171 0.7112  0.0610
H: 1.6274 -0.5069 1.4407  0.0880
C: -2.9399 -2.3988 -0.8141  -0.0017
C: -2.3154 -1.4748 -1.9475  -0.2864
O: -3.4075 -0.7159 -2.4586  0.1548
C: -4.5106 -1.4002 -2.2042  -0.5722
O: -5.6397 -1.1848 -2.6212  0.1504
O: -4.2771 -2.3869 -1.3454  0.0634
F: -1.7719 -2.3173 -2.8398  0.0581
H: -2.9607 -2.0762 0.2268  0.1384
H: -2.5453 -3.4128 -0.8787  0.1298
H: -1.5768 -0.7330 -1.6435  0.1499
C: -0.3338 0.7880 4.2706  -0.1053
C: 0.8161 1.7395 4.4108  -0.3212
O: 1.7766 0.8003 4.9404  0.0950
C: 1.1084 -0.2349 5.6257  -0.5020
O: 1.5765 -1.0822 6.3853  0.1446
O: -0.1302 -0.0224 5.3504  0.1087
F: 0.4233 2.7611 5.1613  0.1086
H: -0.2764 0.2679 3.3144  0.1166
H: -1.2764 1.3260 4.3715  0.1480
H: 1.2076 2.1189 3.4669  0.1621
C: 0.2372 4.0260 -0.6874  -0.0302
C: -1.1869 4.0943 -1.1616  -0.3101
O: -1.8634 3.2153 -0.2729  0.1514
C: -1.0878 2.9038 0.7859  -0.5358
O: -1.4577 2.4634 1.8686  0.1424
O: 0.1625 3.2885 0.5486  0.0571
F: -1.2417 3.7109 -2.4505  0.0862
H: 0.5306 5.0617 -0.5165  0.1433
H: 0.8848 3.4424 -1.3417  0.1445
H: -1.5321 5.1259 -1.0937  0.1742

Cartesian forces (eV/Å) of the 6 atoms listed first:
-0.3 -0.2 1.2
1.6 0.0 -0.4
0.7 -0.2 -0.4
0.2 0.1 -0.2
-2.8 0.5 0.2
0.9 -1.0 -1.1

HOMO-LUMO gap (eV): 8.210
M (g mol⁻¹): 413.28
LUMO (Eh): -0.161
Net charge: +1
Highest occupied orbital energy (eV): -12.60
F_max (eV Å⁻¹): 4.62

No. 2
C2H4B2O | the ωB97M-V functional and the def2-TZVPD basis

Last column: Löwdin charge in e.
Geometry (Å):
B: -0.8157 1.1087 -0.8684  0.0185
B: 0.8957 -0.3079 0.5291  -0.4189
C: -0.7282 0.0974 0.0472  -0.1106
C: 1.7010 0.9789 0.4771  -0.0131
O: 2.3699 1.8794 0.4273  0.2886
H: -0.7549 1.9023 -1.6271  -0.0150
H: -1.4656 -0.7549 0.4778  0.1084
H: 0.8481 -0.5933 1.7338  0.1036
H: 1.2819 -1.0948 -0.1360  0.0384

Cartesian forces (eV/Å) of the 6 atoms listed first:
-0.4 -2.1 1.9
-3.3 1.6 2.0
-0.7 -2.2 1.0
0.6 -0.3 -0.1
-0.1 0.4 0.1
0.1 1.7 -1.5

HOMO-LUMO gap (eV): 8.700
M (g mol⁻¹): 65.68
LUMO (Eh): 0.010
Highest occupied orbital energy (eV): -8.44
F_max (eV Å⁻¹): 4.12

No. 3
C45H78ClFN10O4 | the ωB97M-V functional and the def2-TZVPD basis

Last column: Löwdin charge in e.
Geometry (Å):
C: 4.6559 -4.4197 1.8089  -0.0466
C: 4.4249 -3.8098 0.4168  -0.3770
O: 5.5278 -3.0064 0.0024  -0.0283
C: 3.0928 -3.0365 0.3186  -0.0982
N: 3.2380 -1.5722 0.2896  0.0083
C: 3.9117 -1.0231 1.4640  -0.1580
C: 4.7108 0.2079 1.1325  -0.7730
O: 4.9104 0.6863 0.0677  0.0947
Cl: 5.4434 0.9123 2.6001  0.6436
C: 2.0087 -0.9069 0.1575  -0.5187
O: 1.9005 0.3007 0.1412  0.1238
O: 0.9348 -1.7267 0.1061  -0.0091
C: -0.0687 -1.3326 1.0698  -0.1358
C: -0.8345 -2.5490 1.6036  -0.1237
C: -2.3077 -2.4342 1.2946  -0.2091
F: -2.5422 -2.8447 -0.0250  -0.0635
H: 5.0101 -5.4426 1.7264  0.0516
H: 3.7331 -4.4608 2.3827  0.0697
H: 5.3705 -3.8360 2.3930  0.0782
H: 4.3850 -4.6589 -0.2665  0.1168
H: 6.2208 -3.0656 0.6650  0.0858
H: 2.6096 -3.3082 -0.6161  0.1234
H: 2.4241 -3.3832 1.1060  0.1182
H: 3.2282 -0.7743 2.2802  0.1347
H: 4.6248 -1.7352 1.8662  0.1082
H: 0.3971 -0.7644 1.8711  0.1280
H: -0.7669 -0.6570 0.5775  0.1008
H: -0.7006 -2.5929 2.6837  0.1182
H: -0.4036 -3.4432 1.1564  0.1112
H: -2.6365 -1.4004 1.3994  0.1084
H: -2.8919 -3.0819 1.9469  0.1058
C: 1.4826 3.6594 1.1264  -0.0988
C: 0.8782 4.2815 -0.1252  -0.2508
C: -0.2329 5.2941 0.1741  -0.1990
C: -1.3516 4.6646 0.8730  -0.2417
N: -2.2457 4.1679 1.4043  0.1441
H: 0.7358 3.1035 1.6962  0.0710
H: 2.2678 2.9584 0.8467  0.0617
H: 1.9184 4.4184 1.7789  0.0794
H: 0.4730 3.4931 -0.7636  0.1078
H: 1.6590 4.7869 -0.6948  0.1012
H: -0.6173 5.7230 -0.7539  0.1008
H: 0.1473 6.1123 0.7885  0.1182
C: -6.5323 -1.3459 1.0056  -0.1169
C: -7.5175 -1.6906 2.1136  -0.2579
C: -7.0676 -1.1602 3.4787  -0.1920
C: -5.7817 -1.7269 3.8784  -0.2366
N: -4.7701 -2.1784 4.1936  0.1416
H: -5.5623 -1.8161 1.1845  0.0607
H: -6.8975 -1.7045 0.0434  0.0763
H: -6.3868 -0.2716 0.9264  0.0221
H: -7.6535 -2.7724 2.1745  0.1093
H: -8.4936 -1.2593 1.8854  0.1073
H: -7.7979 -1.4042 4.2510  0.1157
H: -6.9618 -0.0746 3.4484  0.1227
C: 4.1774 -7.0643 6.0624  -0.1080
C: 2.7623 -6.7925 5.5705  -0.2530
C: 2.3148 -7.7741 4.4823  -0.1829
C: 3.1678 -7.7002 3.2983  -0.2194
N: 3.8408 -7.6420 2.3655  0.1552
H: 4.9098 -6.9412 5.2623  0.0702
H: 4.4420 -6.3711 6.8603  0.0747
H: 4.2611 -8.0774 6.4546  0.0429
H: 2.6873 -5.7727 5.1873  0.1059
H: 2.0647 -6.8709 6.4056  0.1085
H: 1.2906 -7.5672 4.1688  0.1217
H: 2.3518 -8.7957 4.8630  0.0892
C: 1.0524 8.4831 -4.4128  -0.1152
C: -0.0906 8.1051 -3.4789  -0.2622
C: 0.0986 8.6719 -2.0681  -0.1912
C: 1.3321 8.1812 -1.4469  -0.2438
N: 2.3351 7.8209 -1.0084  0.1519
H: 2.0017 8.0665 -4.0677  0.0719
H: 0.8639 8.0962 -5.4139  0.0611
H: 1.1560 9.5654 -4.4860  0.0670
H: -0.1729 7.0152 -3.4301  0.1070
H: -1.0319 8.4830 -3.8753  0.0573
H: -0.7391 8.3995 -1.4233  0.1031
H: 0.1454 9.7612 -2.1060  0.1241
C: -4.6532 6.5169 -1.7773  -0.1105
C: -5.0011 7.8673 -1.1661  -0.2556
C: -5.2704 8.9383 -2.2275  -0.1871
C: -4.0990 9.1667 -3.0715  -0.2111
N: -3.1782 9.3470 -3.7402  0.1683
H: -3.7350 6.5742 -2.3679  0.0684
H: -4.5063 5.7714 -0.9989  0.0630
H: -5.4547 6.1680 -2.4321  0.0793
H: -4.1931 8.1999 -0.5116  0.1102
H: -5.8921 7.7682 -0.5452  0.1104
H: -5.5430 9.8879 -1.7668  0.1190
H: -6.0969 8.6309 -2.8702  0.1219
C: -0.0285 -12.0136 7.8637  -0.1072
C: 0.2133 -11.5198 6.4427  -0.2584
C: 1.6920 -11.5677 6.0391  -0.1917
C: 2.5137 -10.7245 6.9070  -0.2332
N: 3.1399 -10.0624 7.6121  0.1664
H: 0.4842 -11.3866 8.5940  0.0720
H: -1.0917 -11.9941 8.0999  0.0733
H: 0.3250 -13.0384 7.9889  0.0777
H: -0.1541 -10.4970 6.3406  0.1097
H: -0.3514 -12.1322 5.7384  0.1088
H: 1.8224 -11.2268 5.0109  0.1102
H: 2.0739 -12.5879 6.0990  0.1224
C: -2.5612 0.6758 -1.1797  -0.1067
C: -3.2095 1.4081 -2.3487  -0.2464
C: -4.1822 2.5014 -1.8865  -0.1897
C: -5.2695 1.9352 -1.0951  -0.2067
N: -6.1107 1.4863 -0.4494  0.1634
H: -3.3037 0.1561 -0.5715  0.0653
H: -1.8513 -0.0700 -1.5376  0.0767
H: -2.0220 1.3748 -0.5359  0.0726
H: -3.7397 0.6969 -2.9843  0.1126
H: -2.4387 1.8728 -2.9657  0.1079
H: -4.6194 3.0235 -2.7385  0.1157
H: -3.6638 3.2379 -1.2696  0.0999
C: 1.9877 -5.6708 -3.3339  -0.1051
C: 2.8140 -6.6687 -2.5301  -0.2547
C: 1.9442 -7.6252 -1.7079  -0.1844
C: 1.1220 -6.8654 -0.7704  -0.2408
N: 0.4561 -6.2671 -0.0459  0.1524
H: 1.3834 -5.0383 -2.6819  0.0657
H: 2.6368 -5.0184 -3.9173  0.0742
H: 1.3163 -6.1830 -4.0254  0.0769
H: 3.4813 -6.1312 -1.8540  0.0911
H: 3.4448 -7.2454 -3.2080  0.1091
H: 2.5553 -8.3283 -1.1417  0.1167
H: 1.2819 -8.1991 -2.3578  0.1207
C: 2.5321 11.3888 -9.7201  -0.1102
C: 3.0490 10.3259 -8.7584  -0.2600
C: 1.9290 9.4626 -8.1663  -0.1923
C: 0.9759 10.2654 -7.4027  -0.2511
N: 0.2412 10.9256 -6.8106  0.1594
H: 1.8697 12.0916 -9.2138  0.0712
H: 3.3593 11.9588 -10.1422  0.0715
H: 1.9797 10.9367 -10.5458  0.0763
H: 3.6020 10.8009 -7.9466  0.1121
H: 3.7479 9.6684 -9.2777  0.1071
H: 2.3398 8.7036 -7.4990  0.1110
H: 1.3824 8.9489 -8.9589  0.1213

Cartesian forces (eV/Å) of the 6 atoms listed first:
0.0 0.1 -0.1
0.3 -0.1 0.5
-0.1 0.1 -0.1
0.4 -0.1 -0.7
-0.9 -0.4 0.8
0.3 0.2 -0.2

SMILES string: C[C@H](O)CN(CC(=O)Cl)C(=O)OCCCF.CCCC#N.CCCC#N.CCCC#N.CCCC#N.CCCC#N.CCCC#N.CCCC#N.CCCC#N.CCCC#N
HOMO-LUMO gap (eV): 10.253
M (g mol⁻¹): 877.64
LUMO (Eh): 0.017
Highest occupied orbital energy (eV): -9.79
F_max (eV Å⁻¹): 1.25

No. 4
C4H12N2 | the ωB97M-V functional and the def2-TZVPD basis

Last column: Löwdin charge in e.
Geometry (Å):
C: -1.1136 2.0882 -0.6837  -0.2518
C: -1.5080 1.3388 0.6081  -0.2553
C: -0.2902 0.4445 1.0508  -0.3165
N: 0.0065 -0.7298 0.2919  -0.1004
C: 1.3227 -1.2565 0.1057  -0.5793
N: 1.3800 -2.0428 -1.1069  -0.0803
H: -1.8427 2.8341 -1.0143  0.0365
H: -0.1815 2.6529 -0.4771  0.0436
H: -0.9670 1.3615 -1.4846  0.0200
H: -2.2430 0.5942 0.3213  0.0859
H: -1.6532 1.9880 1.4622  0.0856
H: 0.5351 1.1648 0.9038  0.0787
H: -0.3156 0.3071 2.1475  0.0937
H: -0.5849 -0.8012 -0.5223  0.0761
H: 1.5340 -1.7341 1.0742  0.0811
H: 2.0850 -0.4261 0.0378  0.0395
H: 1.1804 -1.4181 -1.8883  -0.0334
H: 2.3124 -2.4357 -1.1832  -0.0235

Cartesian forces (eV/Å) of the 6 atoms listed first:
0.2 0.4 0.9
2.0 -1.7 -1.1
1.3 1.9 0.2
-2.4 -0.2 -0.6
0.8 1.7 0.6
-0.6 -0.7 0.9

2S+1: 2
HOMO-LUMO gap (spin up / spin down) (eV): 2.554 / 8.434
M (g mol⁻¹): 88.15
LUMO (spin up / spin down) (Eh): 0.149 / 0.147
Net charge: -1
Highest occupied orbital energy (spin up / spin down) (eV): 1.49 / -4.42
F_max (eV Å⁻¹): 2.82

No. 5
C44H56BBrN12S3V | the ωB97M-V functional and the def2-TZVPD basis

Last column: Löwdin charge in e.
Geometry (Å):
V: -2.1428 -0.0661 1.2064  0.2289
C: 1.5435 0.5526 4.4876  -0.0151
C: 2.0878 1.1120 3.2117  -0.1833
C: 3.1888 1.9377 3.1324  0.1109
C: 3.6872 2.4197 1.9044  -0.1528
N: 3.1288 2.0746 0.7497  0.2271
N: 2.0943 1.2736 0.8422  0.0180
B: 1.1137 0.6726 -0.2493  -0.8253
N: 1.6359 -0.4491 -1.1381  -0.0247
N: 2.9710 -0.5128 -1.2767  0.2042
C: 3.4433 -1.4588 -2.0401  -0.1910
C: 2.5688 -2.3778 -2.6788  0.0824
C: 1.2218 -2.3140 -2.5113  -0.2225
C: 0.2827 -3.2746 -3.1703  -0.0439
C: 0.7251 -1.2743 -1.6673  -0.5583
S: -0.9605 -1.0113 -1.3774  0.7336
C: 4.9478 -1.5400 -2.2307  -0.5475
C: 5.4377 -2.8933 -1.6969  -0.0292
C: 5.2563 -1.4272 -3.7314  -0.0251
C: 5.6519 -0.4103 -1.4848  -0.0561
N: 0.4979 1.7993 -1.0968  0.0382
N: 1.5239 2.1183 -1.9179  0.1911
C: 1.3946 3.0986 -2.7613  -0.1714
C: 0.1909 3.8437 -2.7931  0.0899
C: -0.8421 3.5389 -1.9661  -0.2304
C: -2.1187 4.3210 -1.9939  -0.0608
C: -0.6820 2.4278 -1.0685  -0.5483
S: -2.0155 2.0392 -0.0748  0.7571
C: 2.6011 3.3538 -3.6593  -0.5357
C: 2.9679 2.0435 -4.3673  -0.0359
C: 3.7712 3.7998 -2.7731  -0.0346
C: 2.3035 4.4309 -4.7010  -0.0505
C: 1.5466 0.8182 1.9648  -0.3692
S: 0.3154 -0.2464 1.2567  0.9440
C: 4.8906 3.3469 1.7918  -0.5426
C: 5.4753 3.6860 3.1620  -0.0529
C: 5.9547 2.6427 0.9380  -0.0318
C: 4.4405 4.6393 1.0974  -0.0276
H: 2.2463 0.6994 5.3049  0.0957
H: 1.3467 -0.5155 4.3819  0.0965
H: 0.6013 1.0378 4.7392  0.0531
H: 3.6919 2.2236 4.0459  0.1272
H: 2.9883 -3.1509 -3.3101  0.1317
H: 0.8256 -3.9590 -3.8185  0.0907
H: -0.4672 -2.7445 -3.7575  0.0849
H: -0.2561 -3.8528 -2.4175  0.0851
H: 4.9820 -3.7340 -2.2235  0.0840
H: 5.2228 -2.9983 -0.6317  0.0941
H: 6.5172 -2.9698 -1.8328  0.0968
H: 4.8215 -2.2468 -4.3061  0.0848
H: 6.3356 -1.4595 -3.8839  0.0983
H: 4.8858 -0.4857 -4.1420  0.0795
H: 5.4668 -0.4585 -0.4106  0.0805
H: 5.3212 0.5697 -1.8351  0.0723
H: 6.7260 -0.4935 -1.6534  0.0972
H: 0.0856 4.6651 -3.4881  0.1253
H: -2.0623 5.1058 -2.7448  0.0908
H: -2.3160 4.7730 -1.0209  0.0898
H: -2.9665 3.6730 -2.2184  0.0820
H: 3.1891 1.2604 -3.6400  0.0561
H: 3.8511 2.2007 -4.9885  0.0958
H: 2.1567 1.7007 -5.0137  0.0954
H: 3.9867 3.0488 -2.0099  0.0603
H: 3.5483 4.7465 -2.2752  0.0888
H: 4.6617 3.9461 -3.3865  0.0975
H: 1.4662 4.1569 -5.3468  0.0948
H: 3.1777 4.5613 -5.3392  0.0968
H: 2.0909 5.3994 -4.2432  0.0915
H: 5.8541 2.8022 3.6807  0.0941
H: 4.7513 4.1910 3.8055  0.0934
H: 6.3166 4.3657 3.0279  0.0983
H: 6.2826 1.7088 1.4008  0.0936
H: 6.8250 3.2922 0.8373  0.0975
H: 5.5720 2.4177 -0.0578  0.0620
H: 3.7242 5.1899 1.7111  0.0955
H: 3.9834 4.4250 0.1323  0.0574
H: 5.3070 5.2810 0.9331  0.0987
C: -7.0788 -0.3272 -1.5097  -0.0228
C: -6.0065 -0.1380 -0.4720  -0.2133
C: -6.2883 0.4879 0.7673  0.0276
C: -5.3210 0.7045 1.7237  0.0047
C: -4.0593 0.2400 1.3829  -0.3337
Br: -1.8948 1.3245 3.2160  0.3040
N: -3.8045 -0.3691 0.2585  -0.0944
C: -4.7183 -0.5577 -0.7137  -0.0329
H: -8.0520 -0.0196 -1.1330  0.0871
H: -7.1461 -1.3715 -1.8164  0.0928
H: -6.8619 0.2635 -2.4004  0.0968
H: -7.3017 0.8248 0.9543  0.1332
H: -5.5206 1.2129 2.6552  0.1253
H: -4.4077 -1.0357 -1.6332  0.1401
C: -2.7487 -3.5280 0.4057  -0.0027
C: -2.6826 -3.0564 1.8137  -0.3090
N: -2.2854 -1.8561 2.2538  -0.0325
C: -2.3737 -1.8989 3.6491  -0.1177
C: -2.8121 -3.1130 4.0259  -0.0040
N: -3.0084 -3.8277 2.8598  0.0087
C: -3.6372 -5.1502 2.8190  -0.0474
N: -4.9382 -5.0957 3.4031  -0.0670
N: -5.1531 -5.7479 4.5904  0.0692
N: -6.3436 -5.5299 4.9796  0.0951
C: -6.9632 -4.7103 4.0467  -0.2173
C: -8.2642 -4.2031 4.0310  0.0097
C: -8.6107 -3.3954 2.9726  -0.0664
C: -7.6848 -3.0947 1.9519  -0.0765
C: -6.3962 -3.5857 1.9595  -0.0106
C: -6.0617 -4.4154 3.0355  -0.1696
H: -2.3909 -2.7613 -0.2750  -0.0114
H: -3.7643 -3.8090 0.1245  0.0823
H: -2.1102 -4.4023 0.2692  0.1030
H: -2.1226 -1.0483 4.2528  0.0399
H: -3.0245 -3.5326 4.9946  0.1389
H: -3.0571 -5.8496 3.4163  0.1479
H: -3.6645 -5.4917 1.7870  0.1374
H: -8.9621 -4.4446 4.8210  0.1250
H: -9.6106 -2.9878 2.9143  0.1103
H: -8.0044 -2.4648 1.1302  0.0984
H: -5.7032 -3.3465 1.1645  0.0854

Cartesian forces (eV/Å) of the 6 atoms listed first:
0.6 0.5 -0.7
0.0 0.0 -0.1
0.0 -0.1 0.1
0.1 0.1 0.1
0.1 0.1 -0.1
-0.1 -0.1 0.2

2S+1: 2
HOMO-LUMO gap (spin up / spin down) (eV): 6.444 / 6.965
M (g mol⁻¹): 990.88
LUMO (spin up / spin down) (Eh): -0.239 / -0.220
Net charge: +2
Highest occupied orbital energy (spin up / spin down) (eV): -12.95 / -12.95
F_max (eV Å⁻¹): 1.07